Molecular formula: C14H42BF4O14
Method: DFT, the ωB97M-V functional and the def2-TZVPD basis

```
75
Properties=species:S:1:pos:R:3:forces:R:3:mulliken_charge:R:1
B 26.0764 24.3432 25.0769 -1.5 -1.1 1.4 -0.214
F 25.9385 24.8427 26.3738 0.1 0.2 0.9 -0.287
F 26.6602 23.1136 25.1886 0.8 -0.6 -0.7 -0.324
F 24.7622 24.2015 24.6136 -1.3 -0.1 -0.7 -0.155
F 26.6833 25.2730 24.3714 1.9 1.8 -2.1 -0.105
C 29.7430 24.9320 22.9078 2.4 -0.7 0.0 -0.181
C 29.8629 26.0070 23.9807 -1.3 -1.3 1.0 -0.032
O 29.0178 27.0702 23.6823 -0.4 2.2 -0.7 -0.584
O 30.5266 25.1984 21.7177 -1.1 0.4 0.4 -0.558
H 28.7148 24.6428 22.6903 -0.2 0.5 0.0 0.115
H 30.2396 24.0226 23.2463 -0.2 -0.1 0.5 0.352
H 30.8299 26.3915 24.3048 0.3 -0.1 -1.0 0.344
H 29.5076 25.5682 24.9131 -0.1 -0.5 0.2 -0.062
H 28.1149 26.9387 23.9808 0.2 -0.6 0.2 0.255
H 30.0423 25.8936 21.2663 0.2 0.2 -0.3 0.295
C 26.8130 21.4988 27.6398 0.9 0.2 -1.0 0.312
C 26.8217 20.9000 29.0038 -0.9 -0.5 -0.6 -0.771
O 28.1624 20.5020 29.3749 -1.6 0.9 0.3 -0.511
O 25.4827 21.7715 27.2405 0.1 -0.4 0.3 -0.592
H 27.3761 20.8425 26.9763 -0.4 -0.6 -0.4 0.259
H 27.4461 22.3841 27.5812 -0.1 0.6 0.4 0.007
H 26.1120 20.0728 28.9969 0.6 -0.7 -0.1 0.334
H 26.2201 21.5969 29.5874 0.9 0.4 1.1 0.300
H 28.4661 21.2709 29.8629 0.6 -0.1 0.1 0.318
H 25.5381 22.1881 26.3774 0.0 0.1 -0.1 0.274
C 26.1488 29.4082 24.1972 -0.4 -0.1 -0.8 -0.489
C 25.8031 28.6091 22.9233 1.8 0.7 0.5 -0.246
O 24.5218 28.8447 22.5478 -1.9 0.1 -0.6 -0.454
O 25.0635 29.3767 25.1088 0.2 -0.7 -0.4 -0.262
H 26.1894 30.4716 23.9616 0.3 0.3 -0.6 0.368
H 27.1227 29.1110 24.5862 -0.1 -0.2 0.4 0.424
H 26.0343 27.5518 23.0528 -0.2 -0.4 0.4 -0.042
H 26.4443 28.9312 22.1027 0.7 0.1 0.3 0.548
H 24.5327 28.9032 21.5896 -0.5 0.1 -0.1 0.355
H 25.3920 29.7728 25.9193 -0.1 -0.2 0.6 0.310
C 25.5882 21.0664 22.8406 1.9 1.4 -0.5 0.564
C 26.6530 20.7742 21.7255 -0.2 0.7 1.6 -0.424
O 27.1808 19.4961 21.9676 0.0 -1.1 -0.7 -0.577
O 24.4148 20.3584 22.8486 -1.5 -1.3 -0.4 -0.557
H 25.3027 22.1171 22.7902 0.3 0.4 0.0 -0.213
H 26.1383 20.8949 23.7658 0.0 0.2 0.1 0.057
H 27.4782 21.4705 21.8745 -0.2 0.6 0.3 0.140
H 26.3524 20.9904 20.7003 -0.5 -0.8 -0.1 0.362
H 28.0498 19.5578 22.3708 -0.1 0.1 -0.1 0.323
H 24.3402 19.8593 23.6652 0.1 -0.1 -0.2 0.347
C 22.6794 27.0134 25.9443 -1.0 1.1 -0.7 -0.023
C 21.5635 28.0756 26.0549 1.4 0.7 -0.3 -0.796
O 22.1907 29.4137 25.9189 -1.2 -1.9 -0.1 -0.466
O 23.3897 27.2398 24.7075 -0.5 0.8 0.8 -0.205
H 22.1864 26.0513 25.8046 0.3 -0.5 0.6 0.452
H 23.4312 27.0665 26.7317 0.0 -0.3 0.4 0.177
H 20.9186 27.9555 26.9255 0.6 0.1 0.5 0.448
H 20.8784 27.7825 25.2593 0.1 0.9 -0.6 0.284
H 22.0002 29.9507 26.6915 -0.2 -0.2 0.1 0.302
H 23.7844 26.3847 24.5214 0.9 -0.8 -0.5 0.270
C 21.6178 23.9171 23.4494 -1.7 -0.2 -2.1 -0.177
C 22.0625 23.2964 22.0132 -0.3 1.8 1.9 -0.329
O 21.4451 22.0720 21.8050 0.5 -0.4 0.3 -0.540
O 22.0231 23.2966 24.6100 1.0 -0.6 0.5 -0.585
H 20.5404 23.7589 23.4964 -0.3 0.2 -0.4 0.395
H 21.7488 24.9977 23.5070 0.5 0.4 -0.3 0.002
H 23.1522 23.2852 22.0368 0.3 -0.4 -0.3 0.062
H 21.7382 23.9376 21.1935 0.0 0.4 0.2 0.419
H 21.8999 21.5183 22.4438 -0.2 -0.8 0.0 0.336
H 22.9606 23.4638 24.7309 0.5 -0.2 0.2 0.493
C 27.9234 25.9645 29.1698 -0.9 0.4 1.4 -0.149
C 26.5181 25.6040 29.5199 -2.1 0.7 0.1 -0.584
O 25.6474 26.0956 28.4904 -0.1 0.1 0.5 -0.549
O 28.2829 25.4776 27.9226 1.8 -0.2 -0.1 -0.566
H 28.5412 25.7116 30.0315 0.7 -1.2 -0.4 0.376
H 28.0058 27.0435 29.3002 -0.2 0.5 -1.0 0.215
H 26.0971 26.0976 30.3958 0.8 0.3 0.4 0.319
H 26.2665 24.5642 29.7288 0.6 -0.5 -0.4 0.092
H 25.7106 25.4761 27.7598 -0.3 0.2 0.0 0.666
H 27.5752 25.1967 27.3378 -0.5 0.2 0.4 0.340
```
Positions in Å, forces in eV/Å.

As for the spin multiplicity: 2. The total charge is 0. The value obtained for the total energy is -2036.1737 a.u. As for the largest force on an atom: 3.384 eV/Å. For the HOMO energy (spin up / spin down), the calculation gives -9.5 / -9.5 eV. The HOMO-LUMO gap (spin up / spin down) is 0.338 / 0.116 hartree.

Molecular formula: C3H14N4
Method: DFT, the ωB97M-V functional and the def2-TZVPD basis

```
21
Properties=species:S:1:pos:R:3:forces:R:3:mulliken_charge:R:1
C -2.0202 -0.5572 -0.7477 0.1 0.0 -0.3 -0.861
N -1.4410 -0.3329 0.5774 0.9 -0.4 0.2 -0.504
N 0.0749 -0.5381 0.5386 -1.3 0.2 0.6 0.136
C 0.3585 -1.9748 0.4104 -0.2 0.1 -0.3 -1.017
C 0.6011 -0.0487 1.8220 -0.2 0.1 -0.2 -1.056
H -3.0465 -0.1738 -0.7668 0.2 0.0 0.2 0.354
H -2.0783 -1.6252 -0.9791 0.1 0.1 0.1 0.246
H -1.4618 -0.0483 -1.5439 0.0 -0.1 0.0 0.286
H -1.6250 0.6503 0.8056 0.7 -0.4 0.0 0.284
H 0.0777 -2.3374 -0.5832 -0.1 0.1 0.2 0.315
H 1.4360 -2.1538 0.4984 -0.2 0.3 0.1 0.352
H -0.1711 -2.5677 1.1637 0.0 0.0 0.1 0.310
H 1.6886 -0.1766 1.8603 -0.2 -0.1 -0.2 0.334
H 0.4099 1.0249 1.9284 -0.1 -0.1 -0.1 0.306
H 0.1514 -0.5679 2.6762 0.0 0.0 0.0 0.385
N 0.7767 2.5110 -1.4517 0.1 0.5 0.1 -0.466
N 1.2705 1.1683 -1.4336 -1.1 -1.1 1.2 -0.552
H 1.0465 2.9894 -2.3133 0.0 -0.4 0.3 0.209
H 1.1186 3.0776 -0.6715 -0.1 -0.3 -0.3 0.182
H 2.2053 1.1051 -1.0210 -0.2 0.2 -0.2 0.233
H 0.6283 0.5757 -0.7692 1.6 1.3 -1.5 0.523
```
Positions in Å, forces in eV/Å.

As for the spin multiplicity: 1. The SMILES is CNN(C)C.NN. The total charge is 0. The value obtained for the total energy is -341.6130 a.u. As for the largest force on an atom: 2.581 eV/Å. For the HOMO energy, the calculation gives -8.2 eV. Its energy above the lowest of the compared OMol25 structures with the same formula, charge and spin is 50.0 kcal/mol. The HOMO-LUMO gap is 0.335 hartree.

Molecular formula: C7H12FeN3
Method: DFT, the ωB97M-V functional and the def2-TZVPD basis

```
23
Properties=species:S:1:pos:R:3:forces:R:3:mulliken_charge:R:1
C -2.6965 -1.9513 -2.2378 0.0 0.0 0.5 -0.724
Fe -0.5974 -0.4613 -0.8990 -3.0 -0.8 -3.4 -0.480
N 0.3930 0.1661 -2.5778 0.8 0.4 -1.3 -0.677
H -2.1385 -0.1762 -0.4273 -0.5 0.3 0.0 -0.086
H -3.0144 -1.5316 -1.3002 0.0 0.3 0.2 0.174
H -3.4337 -2.7338 -2.4204 0.4 -0.4 -0.8 0.399
H -1.6515 -2.2645 -2.0336 -0.6 -0.4 -0.4 0.043
H -2.6728 -1.1007 -2.9254 -0.3 -0.4 -0.2 0.146
H 1.3723 -0.1260 -2.5422 -0.1 0.0 0.0 0.298
H 0.4190 1.1899 -2.6480 -0.1 -0.4 0.2 0.280
H 0.0342 -0.1592 -3.4815 0.1 0.1 0.4 0.276
N 3.3118 2.0654 4.3137 -0.5 -0.3 -0.5 -0.696
C 2.5789 1.6164 3.5190 -0.2 -0.1 -0.2 0.129
C 1.6797 1.0749 2.5388 1.9 0.9 1.9 0.542
C 1.7375 -0.2810 2.1964 0.0 -2.2 -0.6 -0.692
C 0.9092 -0.7963 1.2274 1.1 1.4 1.7 -0.306
N 0.0679 0.0820 0.6320 0.5 -0.1 1.3 -0.030
C -0.1028 1.3888 0.9559 1.4 0.2 1.5 -0.298
C 0.7341 1.8969 1.9198 -1.7 1.1 -1.3 -0.712
H 2.4426 -0.9437 2.6718 0.2 0.0 0.3 0.372
H 0.8689 -1.8456 0.9033 0.1 0.6 0.3 0.354
H -0.8951 1.9502 0.4418 0.4 -0.4 0.3 0.306
H 0.6538 2.9405 2.1734 0.0 0.2 0.2 0.382
```
Positions in Å, forces in eV/Å.

As for the spin multiplicity: 5. The total charge is -1. The value obtained for the total energy is -1701.7537 a.u. As for the largest force on an atom: 4.586 eV/Å. For the HOMO energy (spin up / spin down), the calculation gives -1.0 / -1.8 eV. The HOMO-LUMO gap (spin up / spin down) is 0.140 / 0.175 hartree.

Molecular formula: C36H28Cl2N3OPRu
Method: DFT, the ωB97M-V functional and the def2-TZVPD basis

```
72
Properties=species:S:1:pos:R:3:forces:R:3:mulliken_charge:R:1
Ru -0.0429 0.4784 0.7026 0.6 0.1 -1.2 0.293
C -1.4435 -1.4141 2.5024 0.0 -0.1 -0.1 -0.518
C -1.7110 -2.5407 1.5312 0.0 0.1 0.1 0.302
C -2.0080 -3.7780 2.0961 0.0 0.0 0.0 -0.780
C -2.3834 -4.8559 1.3127 0.0 0.0 0.0 -0.754
C -2.4774 -4.7050 -0.0630 0.0 0.0 0.0 -0.841
C -2.1716 -3.4842 -0.6382 0.0 0.1 0.0 -0.512
C -1.7681 -2.3987 0.1420 0.0 -0.1 -0.1 0.736
P -1.4660 -0.7590 -0.5913 -0.1 0.2 0.5 2.694
C -0.9843 -0.9903 -2.3158 0.1 0.0 0.0 1.095
C -0.1540 -2.0825 -2.5941 -0.1 0.0 0.0 -1.113
C 0.4138 -2.2419 -3.8452 0.0 0.0 0.0 -0.899
C 0.1643 -1.2964 -4.8293 0.0 0.0 0.0 -0.824
C -0.6239 -0.1947 -4.5446 0.0 0.0 0.0 -0.785
C -1.1981 -0.0052 -3.2894 0.0 0.1 0.0 0.495
C -1.9582 1.2630 -3.0129 0.0 0.0 0.0 -1.231
C -3.0532 0.0573 -0.2995 0.0 0.2 0.0 -0.053
C -4.2862 -0.4681 -0.6752 0.0 0.0 0.0 -0.693
C -5.4492 0.1681 -0.2799 0.0 0.0 0.0 -0.796
C -5.3721 1.3141 0.5074 0.0 0.0 0.0 -0.601
C -4.1436 1.8301 0.8896 0.0 0.0 0.0 -0.788
C -2.9606 1.2173 0.4820 0.1 -0.1 -0.2 0.593
C -1.6031 1.8069 0.8026 -0.2 -0.3 0.1 -1.520
H -0.8269 -1.7447 3.3366 0.0 0.0 0.0 0.598
H -2.3698 -0.9863 2.8894 0.0 0.0 0.0 0.401
H -0.9253 -0.5270 2.0875 0.1 0.1 0.1 -0.908
H -1.9541 -3.8938 3.1724 0.0 0.0 0.0 0.491
H -2.6082 -5.8066 1.7767 0.0 0.0 0.0 0.426
H -2.7840 -5.5337 -0.6867 0.0 0.0 0.0 0.459
H -2.2443 -3.3734 -1.7112 0.0 0.0 0.0 0.486
H 0.0496 -2.8159 -1.8243 0.0 0.0 0.0 0.526
H 1.0415 -3.0989 -4.0497 0.0 0.0 0.0 0.470
H 0.5964 -1.4082 -5.8150 0.0 0.0 0.0 0.420
H -0.7921 0.5531 -5.3096 0.0 0.0 0.0 0.442
H -1.9591 1.8999 -3.8953 0.0 0.0 0.0 0.486
H -1.4872 1.8225 -2.1998 0.0 0.0 0.0 0.039
H -2.9932 1.0737 -2.7303 0.0 0.0 0.0 0.294
H -4.3337 -1.3792 -1.2609 0.0 0.0 0.0 0.466
H -6.4134 -0.2304 -0.5653 0.0 0.0 0.0 0.463
H -6.2818 1.8064 0.8259 0.0 0.0 0.0 0.409
H -4.0988 2.7239 1.5002 0.0 0.0 0.0 0.510
H -1.5910 2.2999 1.7813 -0.1 -0.1 0.0 0.704
H -1.3751 2.5864 0.0696 0.1 0.0 0.0 0.596
Cl 2.2376 2.5869 -3.0790 0.0 0.0 -0.1 -0.190
C 2.5453 2.8738 -1.4102 -0.2 0.0 0.1 0.416
C 3.6110 3.7072 -1.0290 0.1 0.1 0.1 -0.688
C 3.8945 3.9218 0.2906 -0.1 0.0 -0.1 0.700
Cl 5.2112 4.9491 0.7263 0.0 0.0 0.0 -0.238
C 3.1245 3.2967 1.3036 0.0 0.0 0.0 -0.253
C 3.3599 3.4171 2.6895 -0.1 -0.1 0.0 -0.848
C 2.5674 2.7291 3.5685 0.1 0.1 0.0 -1.086
C 1.5425 1.9109 3.0741 -0.1 -0.1 -0.1 -0.360
N 1.2938 1.7754 1.7893 0.0 0.1 0.2 0.145
C 2.0581 2.4690 0.8969 0.1 0.0 0.0 0.544
C 1.7388 2.2677 -0.4700 0.3 -0.1 -0.2 -0.264
O 0.7361 1.4596 -0.8087 -0.3 -0.4 0.6 -0.156
H 4.2095 4.1765 -1.7974 0.0 0.0 0.0 0.496
H 4.1654 4.0468 3.0405 0.0 0.0 0.0 0.459
H 2.7253 2.7943 4.6352 0.0 0.0 0.0 0.439
H 0.9164 1.3429 3.7530 0.0 0.0 0.0 0.567
N 5.0789 -0.9207 4.1693 -0.1 0.0 0.0 -0.462
C 4.5864 -0.9453 3.1323 0.1 0.0 0.0 -0.111
C 3.9741 -0.9451 1.8342 -0.1 0.0 0.0 0.121
C 4.7241 -0.8683 0.6649 0.0 0.0 0.0 -0.337
C 4.0497 -0.8287 -0.5398 0.1 0.0 -0.1 -0.903
C 2.6656 -0.8268 -0.5410 -0.3 -0.1 -0.1 -0.070
N 1.9337 -0.9060 0.5792 0.1 0.5 0.2 0.187
C 2.5900 -0.9763 1.7387 -0.1 -0.2 0.0 -0.326
H 5.8043 -0.8356 0.7096 0.0 0.0 0.0 0.538
H 4.5850 -0.7755 -1.4770 0.0 0.0 0.0 0.508
H 2.1078 -0.7361 -1.4665 0.0 0.0 0.0 0.317
H 1.9939 -1.0490 2.6411 0.0 0.0 0.0 0.577
```
Positions in Å, forces in eV/Å.

As for the spin multiplicity: 2. The total charge is +1. The value obtained for the total energy is -2984.6169 a.u. As for the largest force on an atom: 1.307 eV/Å. For the HOMO energy (spin up / spin down), the calculation gives -10.7 / -10.8 eV. Its energy above the lowest of the compared OMol25 structures with the same formula, charge and spin is 0.0 kcal/mol. The HOMO-LUMO gap (spin up / spin down) is 0.277 / 0.250 hartree.

Molecular formula: CH3F3N2P
Method: DFT, the ωB97M-V functional and the def2-TZVPD basis

```
10
Properties=species:S:1:pos:R:3:forces:R:3:mulliken_charge:R:1
C -0.6953 0.7617 -0.4426 0.9 -0.7 1.5 0.569
N -0.9977 0.4791 -1.6391 -1.6 -0.3 -0.9 -0.224
N 1.5301 1.5242 -0.0628 1.1 1.9 0.4 -0.430
F -1.2967 0.4177 0.6505 0.0 0.7 -1.9 -0.086
F 2.4747 -0.4939 1.3675 0.6 1.5 -1.7 -0.207
F 2.3584 -0.6114 -1.0745 0.8 1.2 1.6 -0.252
P 2.7106 0.5006 0.0886 -2.3 -2.6 -0.2 0.734
H -0.3023 0.5034 -2.4192 -0.6 0.5 1.0 0.315
H -2.0028 0.2882 -1.8875 1.1 -0.3 0.2 0.300
H 1.5977 2.5749 0.0604 0.1 -1.9 0.0 0.280
```
Positions in Å, forces in eV/Å.

As for the spin multiplicity: 3. The total charge is +1. The value obtained for the total energy is -789.9858 a.u. As for the largest force on an atom: 3.420 eV/Å. For the HOMO energy (spin up / spin down), the calculation gives -14.1 / -15.1 eV. Its energy above the lowest of the compared OMol25 structures with the same formula, charge and spin is 1.1 kcal/mol. The HOMO-LUMO gap (spin up / spin down) is 0.327 / 0.256 hartree.

Molecular formula: C4H6F5OP
Method: DFT, the ωB97M-V functional and the def2-TZVPD basis

```
17
Properties=species:S:1:pos:R:3:forces:R:3:mulliken_charge:R:1
C 2.2963 -0.6534 -1.7001 -1.2 1.8 0.1 -0.987
C 0.8624 -0.1447 -1.1972 -0.7 -0.3 -4.8 0.398
C -0.2653 0.8172 0.6413 1.2 2.7 1.3 0.381
C -2.2242 -0.4665 0.7915 -2.4 -1.1 0.4 0.684
O 0.6335 -0.0227 0.1129 1.2 -0.4 0.4 -0.266
F -0.1891 -1.0806 -1.7226 1.6 1.1 0.7 -0.372
F -0.6564 1.9445 -0.0482 0.7 -1.0 -0.3 -0.274
F -2.0564 -1.7641 0.6498 -0.2 -0.2 -0.3 -0.209
F -2.9669 0.0938 -0.1440 0.4 -0.3 -0.9 -0.235
F -2.8488 -0.2085 1.9265 0.1 -0.1 1.0 -0.229
P 0.1638 1.2644 2.3841 -0.3 1.0 -0.5 -0.087
H 2.6102 -0.1714 -2.7285 -0.6 -0.2 2.5 0.270
H 2.1876 -1.6650 -2.0075 0.1 -1.2 0.5 0.317
H 2.9592 -0.4578 -0.8238 0.0 -0.4 -1.2 0.295
H 0.6347 0.7731 -1.7952 -0.1 -0.5 0.9 0.215
H 0.0097 0.0275 2.9611 -0.2 -0.9 0.2 0.040
H -1.1503 1.7142 2.7000 0.3 -0.1 0.0 0.057
```
Positions in Å, forces in eV/Å.

As for the spin multiplicity: 3. The total charge is 0. The value obtained for the total energy is -1071.7180 a.u. As for the largest force on an atom: 4.876 eV/Å. For the HOMO energy (spin up / spin down), the calculation gives -6.7 / -10.5 eV. The HOMO-LUMO gap (spin up / spin down) is 0.275 / 0.325 hartree.